Entry from the OMol25 dataset: a structure of composition C16H32AgAs3F18O4 (ωB97M-V with the def2-TZVPD basis set).

Structure (XYZ):
```
74
C16H32AgAs3F18O4 (ωB97M-V with the def2-TZVPD basis set)
Ag 9.8546 11.1477 8.6396
As 8.7956 8.3203 6.7961
F 8.7171 8.2303 5.0652
F 7.1272 8.8538 7.0033
F 8.8350 8.6473 8.5870
F 10.4451 7.9086 6.6806
F 9.2183 10.0662 6.6837
F 8.3899 6.6818 6.9835
As 10.5316 10.9203 12.4522
F 9.4004 12.1215 12.8669
F 11.4733 11.1264 13.8552
F 11.5989 9.5868 12.0095
F 9.6322 10.7280 10.9286
F 11.6385 11.9669 11.5232
F 9.5771 9.6789 13.2241
As 10.5640 14.1675 6.7317
F 10.1112 14.9256 5.2118
F 11.1270 15.5897 7.5260
F 10.8451 13.2713 8.2646
F 9.9900 12.5430 6.1323
F 12.1302 13.8482 6.2361
F 8.9669 14.5900 7.3617
C 6.4551 13.6588 9.9462
C 5.7219 12.5702 9.0666
C 6.9082 12.1340 8.1755
O 7.9252 11.8614 9.1961
C 7.7128 12.8425 10.2739
H 5.9018 13.9937 10.8394
H 6.5435 14.5619 9.2589
H 4.9401 12.9299 8.4554
H 5.2954 11.7340 9.5912
H 7.2573 12.8116 7.3927
H 6.7749 11.2775 7.5256
H 8.6344 13.4671 10.3005
H 7.6362 12.3274 11.1749
C 5.9070 7.8818 12.1194
C 6.7050 7.6608 10.8184
C 6.1106 8.6526 9.8317
O 4.8149 8.9717 10.3142
C 4.5352 8.3038 11.5030
H 6.2143 8.7401 12.6591
H 5.8478 6.9665 12.7748
H 6.5550 6.6581 10.4061
H 7.7780 7.7801 10.8761
H 6.1064 8.3139 8.7934
H 6.8297 9.4630 9.9180
H 3.9896 7.4210 11.2136
H 3.9310 8.8124 12.1659
C 10.2285 5.6790 10.4445
C 10.9628 5.7001 11.7986
C 12.4053 5.8610 11.3487
O 12.4239 6.1127 9.9013
C 11.3677 5.3349 9.4542
H 9.8577 6.6828 10.1550
H 9.4750 4.8993 10.5164
H 10.8689 4.7629 12.3003
H 10.6927 6.5093 12.4354
H 12.9628 4.9669 11.5627
H 12.9973 6.7383 11.8343
H 11.6139 4.2938 9.5531
H 11.1093 5.5316 8.4083
C 13.3995 9.5308 7.0186
C 13.6453 9.2618 8.5613
C 12.3333 9.5689 9.0834
O 11.9956 10.8027 8.3578
C 12.5338 10.8137 7.0211
H 12.8871 8.6692 6.5850
H 14.3554 9.6762 6.5185
H 14.4361 9.8582 8.9937
H 13.9531 8.1827 8.7013
H 12.3472 9.8211 10.1612
H 11.5428 8.8990 8.7321
H 13.0837 11.7547 6.9469
H 11.7724 10.7821 6.2633
```

Properties
Highest occupied orbital energy (alpha / beta): -7.188 / -7.187 eV
Frontier orbital gap (alpha / beta): 9.77 / 5.34 eV
<S²>: 0.75
Spin multiplicity: 2
Net charge: -1

Atom charges from the Mulliken analysis, given in e for atoms 1 to 6:
1. Ag 0.942
2. As 2.102
3. F -0.475
4. F -0.505
5. F -0.401
6. F -0.445

***

Entry from the OMol25 dataset: an isolated molecule of H2N4O3 (ωB97M-V with the def2-TZVPD basis set).

Structure (XYZ):
```
9
H2N4O3 (ωB97M-V with the def2-TZVPD basis set)
N -2.4676 0.2869 -0.0222
N 2.0294 -0.1243 -0.1368
N 0.7988 -0.6978 -0.1197
N -0.1297 0.1128 -0.0700
O -3.4452 -0.3172 -0.2167
O -1.3402 -0.5692 -0.2370
O -0.1839 1.3068 -0.0058
H 2.0882 0.7289 0.3739
H 2.6502 -0.7268 0.4342
```

Properties
Highest occupied orbital energy: -9.667 eV
Frontier orbital gap: 9.22 eV
Relative energy (zero: lowest compared OMol25 entry of this formula, charge and spin): 48.4 kcal per mole
SMILES: N/N=[N+](\[O-])ON=O
Net charge: 0

Atom charges from the Mulliken analysis, given in e for atoms 1 to 6:
1. N 0.368
2. N -0.477
3. N -0.295
4. N 1.081
5. O -0.318
6. O -0.207

***

Entry from the OMol25 dataset: a cluster of 2 separate species, C5H14N2O2 in total (ωB97M-V with the def2-TZVPD basis set).

Structure (XYZ):
```
23
C5H14N2O2 (ωB97M-V with the def2-TZVPD basis set)
C -0.7797 1.1618 1.8514
C 1.4388 2.0920 1.3148
N 0.6609 0.8850 1.5193
O -1.4353 0.0313 2.3040
H -1.1460 -0.7391 1.7837
H 1.0588 0.3431 2.2831
H -1.2359 1.5697 0.9359
H -0.8581 1.9136 2.6556
H 2.4849 1.8248 1.1731
H 1.3950 2.7866 2.1656
H 1.0627 2.5898 0.4205
C 1.1284 -0.8146 -1.0501
C -0.2839 -1.2862 -0.8727
N -0.9615 -1.0936 -3.2167
C -1.1668 -1.4595 -1.8781
O -0.5176 -1.9055 0.3508
H -1.3676 -2.3597 0.3211
H -1.7963 -0.7797 -3.6934
H -0.1188 -0.5750 -3.4191
H -2.0213 -2.1132 -1.7426
H 1.8014 -1.6096 -1.3702
H 1.1730 0.0123 -1.7576
H 1.4845 -0.4741 -0.0786
```

Properties
Highest occupied orbital energy: -7.563 eV
Frontier orbital gap: 8.42 eV
Relative energy (zero: lowest compared OMol25 entry of this formula, charge and spin): 55.5 kcal per mole
SMILES: C/C(O)=C\N.CNCO
Net charge: 0

Atom charges from the Mulliken analysis, given in e for atoms 1 to 6:
1. C -0.429
2. C -1.018
3. N -0.159
4. O -0.566
5. H 0.390
6. H 0.184

***

Entry from the OMol25 dataset: a cluster of 25 separate species, C10H61FN2O27 in total (ωB97M-V with the def2-TZVPD basis set).

Structure (XYZ):
```
101
C10H61FN2O27 (ωB97M-V with the def2-TZVPD basis set)
C -1.8988 -1.0682 1.0891
C -0.8441 -0.0294 1.0688
O -1.0735 1.1499 0.8311
O 0.4304 -0.3984 1.3534
C 0.9915 -1.0515 0.1950
C 2.4926 -1.0325 0.3523
C 3.1835 -1.3624 -0.9799
C 4.5140 -0.6341 -1.1673
C 4.4570 0.6285 -2.0150
F 5.7244 1.1749 -1.9993
C 4.1543 0.3093 -3.4205
N 3.9451 0.2494 -4.5586
C 3.5245 1.7501 -1.5372
O 2.1642 1.4528 -1.5515
C 3.9319 2.1848 -0.1993
N 4.1138 2.5540 0.8944
H -2.8585 -0.5818 1.0066
H -1.8269 -1.6104 2.0248
H -1.7414 -1.7901 0.3025
H 0.6993 -0.5454 -0.7172
H 0.6861 -2.0952 0.1722
H 2.7412 -0.0210 0.6610
H 2.7862 -1.6981 1.1556
H 3.4115 -2.4207 -0.9664
H 2.4898 -1.2291 -1.8091
H 5.1830 -1.3167 -1.6830
H 4.9839 -0.4054 -0.2165
H 3.7006 2.6036 -2.1942
H 1.9644 0.7193 -2.1438
O -1.3743 -1.3728 4.0994
H -1.9491 -0.9871 4.7686
H -0.5512 -1.5209 4.5716
O -3.0057 -3.9839 4.1251
H -2.2074 -3.4505 4.0217
H -3.5450 -3.7402 3.3647
O -1.9662 3.9686 0.9800
H -1.9029 4.1463 1.9286
H -1.9067 3.0110 0.9169
O 5.9680 -2.3276 -5.0892
H 5.7209 -2.6706 -5.9550
H 5.2648 -1.7029 -4.8797
O 3.7208 -1.1524 -7.4466
H 3.5049 -0.5556 -8.1690
H 3.5964 -0.6181 -6.6505
O -3.2589 -2.9450 -0.6138
H -3.6506 -2.7682 -1.4814
H -3.6446 -3.7789 -0.3292
O 6.8359 0.1355 1.0373
H 7.0186 0.9649 0.5849
H 7.4335 0.1410 1.7908
O 0.4903 -3.8558 1.2778
H 0.5928 -3.6850 2.2191
H 0.4215 -4.8134 1.2136
O -1.2567 6.0392 3.3313
H -2.0077 6.4889 2.9304
H -0.5243 6.2227 2.7346
O -3.1640 2.4433 3.2102
H -2.5793 2.0234 2.5707
H -4.0163 2.4809 2.7627
O -1.3979 -1.3738 6.9812
H -1.9754 -0.9804 7.6395
H -0.5779 -1.5215 7.4590
O -4.2409 5.7856 -0.0413
H -4.0210 6.5392 -0.5954
H -3.4390 5.2438 -0.0383
O -1.0735 1.0253 8.3915
H -1.8005 1.4843 7.9550
H -0.3219 1.1844 7.8122
O -6.0474 3.4613 0.1957
H -5.2747 4.0241 0.0489
H -6.6418 3.6868 -0.5232
O 1.6022 -1.8264 -5.3654
H 0.8843 -1.3322 -5.7693
H 2.3140 -1.7824 -6.0134
O -3.8292 -1.2058 -2.8790
H -3.0081 -0.7351 -3.0366
H -4.4069 -0.9166 -3.5945
O -5.3019 -3.8747 1.1416
H -5.7100 -3.6989 0.2874
H -5.6915 -4.7082 1.4263
O -2.5054 0.9341 -1.8107
H -2.3078 1.7765 -2.2358
H -1.9188 0.9245 -1.0357
O -4.5031 0.8340 -5.2327
H -4.5818 1.7713 -5.0325
H -4.6777 0.7748 -6.1767
O -5.2394 -3.5462 -3.8178
H -4.4182 -3.0633 -3.9672
H -5.8172 -3.2756 -4.5366
O -2.4790 2.1023 10.7911
H -1.8860 1.6975 10.1430
H -3.3304 2.1547 10.3493
O -0.1144 -0.7124 -2.8395
H -0.3090 -0.9570 -3.7483
H -0.8351 -0.1130 -2.5842
O 4.6167 -3.8300 -2.7170
H 4.8664 -3.1681 -3.3726
H 5.3585 -4.4410 -2.7174
O 6.7446 5.0611 0.4195
H 5.9820 4.6456 0.8382
H 7.2269 4.3283 0.0281
```

Properties
Highest occupied orbital energy: -10.200 eV
Frontier orbital gap: 9.94 eV
Net charge: 0

Atom charges from the Mulliken analysis, given in e for atoms 1 to 6:
1. C -0.866
2. C 0.723
3. O -0.523
4. O -0.425
5. C 0.037
6. C -0.478

***

Entry from the OMol25 dataset: a structure of composition CH3IN2O (ωB97M-V with the def2-TZVPD basis set).

Structure (XYZ):
```
8
CH3IN2O (ωB97M-V with the def2-TZVPD basis set)
C -1.1178 -0.0182 0.0841
N 1.3583 0.2686 -0.2938
N 0.5760 -0.8892 -0.3178
O -0.8690 1.0594 0.4630
I -2.9539 -0.9269 -0.0148
H 1.1165 0.9025 -1.0814
H 1.2162 0.8448 0.5501
H 0.6736 -1.2410 0.6104
```

Properties
Highest occupied orbital energy: -8.705 eV
Frontier orbital gap: 8.58 eV
Relative energy (zero: lowest compared OMol25 entry of this formula, charge and spin): 42.1 kcal per mole
Net charge: 0

Atom charges from the Mulliken analysis, given in e for atoms 1 to 6:
1. C 0.228
2. N -0.469
3. N -0.363
4. O -0.381
5. I 0.120
6. H 0.297

***

Entry from the OMol25 dataset: a cluster of 2 separate species, C5H8O in total (ωB97M-V with the def2-TZVPD basis set).

Structure (XYZ):
```
14
C5H8O (ωB97M-V with the def2-TZVPD basis set)
C -1.1051 0.1704 1.3434
C -0.0615 0.7017 0.7126
C 1.6058 -1.0996 0.2254
O 1.5000 -1.2635 -0.9653
C -0.6605 0.0380 -1.6268
C -0.2838 0.9286 -0.7196
H -1.8066 -0.4363 0.7770
H -1.3564 0.4431 2.3543
H 0.7014 1.2732 1.2434
H 1.0703 -1.7211 0.9641
H 2.3049 -0.3551 0.6547
H -0.7369 -1.0230 -1.4007
H -0.8753 0.3479 -2.6395
H -0.2965 1.9957 -0.9229
```

Properties
Highest occupied orbital energy: -9.031 eV
Frontier orbital gap: 9.53 eV
Relative energy (zero: lowest compared OMol25 entry of this formula, charge and spin): 75.4 kcal per mole
SMILES: C=CC=C.C=O
Net charge: 0

Atom charges from the Mulliken analysis, given in e for atoms 1 to 6:
1. C -0.582
2. C -0.581
3. C -0.126
4. O -0.412
5. C -0.824
6. C 0.138

***

Look up the net charge of the third one. 0

***

The lowest net charge belongs to which entry? C16H32AgAs3F18O4

***

What is the formula in the sixth record? C5H8O